(1)
Here is a molecular structure, C44H43AsBBaClF9N5O5PS2 from the Open Molecules 2025 dataset. Energies are from wB97M-V/def2-TZVPD.

```
113
Properties=species:S:1:pos:R:3:forces:R:3
Ba 0.881080 -0.616159 0.322538 0.100 4.388 0.735
O -1.241439 -4.176154 0.252879 0.505 0.349 -0.031
Cl -0.246445 -3.153278 0.337791 -0.918 -2.387 0.164
O 1.070409 -3.673847 0.596334 -0.650 0.272 -0.153
O -0.590360 -2.206210 1.401987 -0.851 -1.529 0.392
O -0.200737 -2.375261 -0.913672 -0.796 -1.659 -0.346
C 3.305728 3.290222 -0.646213 -0.168 0.161 0.202
N 2.492680 3.458690 0.550965 0.215 -0.043 -0.109
C 2.905147 4.061436 1.734720 0.078 -0.191 -0.403
C 1.844409 4.038612 2.559225 -0.321 -0.159 -0.025
N 0.786792 3.433101 1.900641 -0.144 0.231 -0.056
B -0.657778 3.402308 2.468328 0.053 -0.029 0.095
N -0.939072 2.132190 3.398739 -0.019 -0.074 -0.072
C -2.165471 2.088334 4.046422 0.505 0.311 -0.366
C -2.312480 0.876680 4.610838 0.219 -0.296 0.043
N -1.155753 0.170601 4.316821 -0.020 -0.379 -0.011
C -0.882526 -1.209204 4.700891 -0.033 0.354 0.102
C -0.309926 0.948461 3.577544 -0.305 0.288 0.210
S 1.283832 0.459593 3.148875 -0.237 0.186 0.419
C 1.193058 3.077723 0.656035 0.210 0.069 0.373
S 0.299644 2.318538 -0.595478 -0.072 0.396 0.056
H 4.354749 3.314377 -0.363863 -0.021 0.018 0.022
H 3.095521 4.082781 -1.367068 -0.017 0.005 0.036
H 3.071432 2.335130 -1.101450 -0.018 -0.110 0.015
H 3.912805 4.419740 1.875258 -0.124 -0.054 -0.054
H 1.747255 4.389329 3.573924 -0.048 -0.048 -0.120
H -1.448089 3.365587 1.553108 0.104 0.016 0.173
H -0.807279 4.391747 3.180328 0.023 -0.219 -0.117
H -2.827235 2.944095 4.046490 0.472 -0.407 -0.211
H -3.122348 0.451573 5.183335 0.103 -0.011 -0.057
H -1.728724 -1.568644 5.282393 -0.016 -0.005 0.013
H 0.025917 -1.259089 5.297483 0.029 0.028 0.035
H -0.745986 -1.836422 3.827249 -0.010 -0.017 -0.152
C -4.459331 1.147678 1.734935 -0.010 0.032 -0.202
C -5.857411 1.411362 1.192062 0.178 -0.044 -0.071
As -7.167865 2.098247 2.484092 -0.044 0.007 0.086
C -7.194684 0.600508 3.733255 -0.076 -0.076 0.113
C -6.816263 -0.687835 3.361582 -0.027 -0.030 0.101
C -6.937418 -1.748848 4.255499 -0.005 0.073 -0.061
C -7.441865 -1.534383 5.529590 -0.015 0.072 0.023
C -7.840850 -0.255389 5.905033 0.033 0.000 -0.097
C -7.726455 0.800318 5.008990 0.052 -0.198 -0.002
C -5.948393 3.311557 3.419023 0.076 0.084 0.148
C -5.259146 3.020121 4.595421 -0.092 0.243 -0.028
C -4.361991 3.939603 5.135129 -0.436 0.205 0.167
C -4.129606 5.151263 4.497066 -0.093 0.027 0.011
C -4.812188 5.450812 3.322895 -0.001 -0.078 0.014
C -5.721935 4.540239 2.796325 0.079 0.041 0.119
P -3.080577 0.841232 0.519464 -0.208 -0.066 -0.333
C -3.267548 2.291360 -0.597043 -0.020 0.049 0.017
C -2.935279 2.217304 -1.952009 -0.082 0.023 -0.019
C -2.987638 3.347436 -2.760213 -0.011 -0.044 0.061
C -3.363032 4.575244 -2.227361 0.037 -0.035 -0.021
C -3.673795 4.664895 -0.878007 0.009 -0.073 0.034
C -3.618940 3.534182 -0.071316 -0.037 0.052 -0.022
C -3.843959 -0.524314 -0.473172 -0.050 -0.038 -0.023
C -3.439598 -1.817051 -0.135598 -0.034 -0.028 0.020
C -3.951761 -2.933112 -0.794019 -0.012 0.046 0.042
C -4.884156 -2.768421 -1.806742 -0.013 0.104 -0.021
C -5.305580 -1.486667 -2.153134 0.065 0.012 0.073
C -4.791794 -0.376813 -1.493615 0.053 -0.044 0.036
H -4.451496 0.277723 2.392518 0.028 -0.016 0.093
H -4.123298 1.982005 2.349441 0.030 -0.032 0.002
H -6.298936 0.515294 0.755584 0.013 -0.030 -0.109
H -5.839805 2.162360 0.402757 0.043 0.023 -0.083
H -6.424592 -0.876481 2.368757 0.004 -0.028 0.057
H -6.636019 -2.744190 3.950572 0.004 0.037 0.001
H -7.529887 -2.359789 6.226959 -0.002 0.044 -0.035
H -8.247937 -0.082348 6.893619 0.006 0.005 -0.001
H -8.051482 1.790371 5.305772 -0.005 0.041 0.026
H -5.398301 2.065967 5.086314 -0.025 -0.036 0.011
H -3.828268 3.696387 6.048764 -0.036 0.015 -0.100
H -3.411301 5.854297 4.904986 -0.055 -0.068 -0.042
H -4.631782 6.391845 2.813743 -0.007 -0.077 0.034
H -6.249282 4.782083 1.879068 -0.002 0.014 0.000
H -2.621445 1.270706 -2.380242 -0.064 0.073 0.051
H -2.725683 3.265867 -3.811386 -0.025 -0.001 0.104
H -3.398483 5.458705 -2.856787 -0.002 -0.070 0.041
H -3.953358 5.619374 -0.444840 0.027 -0.035 -0.004
H -3.838140 3.635286 0.986385 0.008 0.015 -0.089
H -2.701154 -1.953112 0.649315 -0.181 0.041 -0.104
H -3.597513 -3.921190 -0.520990 -0.040 0.109 -0.030
H -5.273057 -3.631108 -2.337132 0.006 0.048 0.035
H -6.034308 -1.350542 -2.944983 0.054 0.001 0.026
H -5.120518 0.612526 -1.788064 0.019 0.006 0.018
N -1.115996 -0.370659 -3.022450 -0.061 -0.100 -0.291
C -1.492896 -0.707881 -4.321998 -0.007 0.084 0.261
C -2.099855 -1.940741 -4.584160 -0.004 -0.037 -0.022
C -2.522998 -2.254252 -5.867466 0.041 0.059 0.062
C -2.362924 -1.351508 -6.914404 0.033 0.048 0.116
C -1.771338 -0.121241 -6.651281 0.016 -0.032 0.100
C -1.342179 0.203860 -5.370496 0.015 -0.009 -0.073
H -1.000251 -1.137883 -2.379594 -0.032 -0.070 -0.054
H -0.426029 0.357653 -2.923165 0.059 0.032 -0.046
H -2.235112 -2.645966 -3.767711 0.007 0.064 -0.089
H -2.980395 -3.219829 -6.052499 0.004 0.034 0.020
H -2.694161 -1.601537 -7.914079 0.009 0.003 0.017
H -1.638475 0.596546 -7.452893 -0.002 -0.011 0.033
H -0.881172 1.167934 -5.171336 -0.035 -0.081 -0.034
F 5.413101 1.072353 -0.343579 0.074 0.025 -0.102
C 5.167140 0.094376 -1.222712 -0.567 -0.057 0.269
F 4.699207 0.666040 -2.344603 0.173 0.024 -0.007
F 6.340172 -0.484071 -1.514506 0.089 0.001 0.012
C 4.084412 -0.890870 -0.656273 0.153 0.335 -0.198
O 2.968285 -0.224917 -0.276937 3.417 -0.291 -0.963
C 4.693223 -1.675279 0.551030 -0.492 0.158 -0.216
F 5.596921 -2.593333 0.179027 0.045 -0.123 0.030
F 5.283179 -0.859910 1.427003 0.047 0.009 0.066
F 3.696052 -2.303749 1.192520 0.223 -0.051 0.151
C 3.736422 -1.922771 -1.795761 -0.300 0.293 0.343
F 2.876347 -1.361658 -2.656945 0.018 -0.063 -0.053
F 3.116557 -2.988071 -1.263005 0.027 -0.021 -0.163
F 4.780929 -2.364394 -2.500708 0.107 -0.070 -0.037
```
Forces are in eV/Å.

Its total energy is -7135.3725 a.u. The HOMO-LUMO gap is 7.31 eV. The calculation puts the max |F| at 4.4 eV/Å. The calculation puts the HOMO energy at -5.1090 eV. Its total charge is -1.

Mulliken population analysis, charges in e, atoms 1 to 4:
1 Ba 1.150
2 O -0.687
3 Cl 1.193
4 O -0.531

(2)
Here is a gas-phase ion, C8H15INO (charge +1) from the Open Molecules 2025 dataset. Energies are from wB97M-V/def2-TZVPD.

```
26
Properties=species:S:1:pos:R:3:forces:R:3
C 1.309583 -0.972835 1.883231 -0.515 -0.989 -0.174
C 0.555395 -0.037867 0.951076 0.966 0.760 0.749
C 0.091390 1.138690 1.805666 -1.459 2.342 0.460
C 1.513983 0.448495 -0.096542 2.868 0.138 0.278
C 0.950123 0.806873 -1.424747 -1.149 -0.306 -0.460
O 1.595206 0.736812 -2.432725 -0.436 0.262 -0.007
C -0.579992 1.161705 -1.327098 0.917 -2.848 0.176
C -1.311045 -0.188448 -0.880420 -0.041 1.410 -0.205
C -1.432112 -1.154269 -2.065235 -3.555 -0.662 1.462
I -3.397277 0.228952 -0.076306 1.539 -0.229 -0.454
N -0.506333 -0.858282 0.235857 -2.080 1.817 2.074
H 0.624314 -1.218466 2.731945 0.615 -0.358 -0.604
H 2.079058 -0.306395 2.334633 0.062 -1.186 -0.516
H 1.645916 -1.917283 1.267607 -0.147 1.750 1.697
H -0.768414 0.903125 2.523051 0.938 0.429 -1.232
H -0.074607 2.097607 1.185505 -0.641 -1.692 0.837
H 0.882024 1.608316 2.456615 -0.219 -1.403 -0.509
H 2.354629 -0.342933 -0.177214 -1.102 1.525 -0.362
H 1.987101 1.435966 0.246979 -0.354 -1.467 -0.221
H -0.710699 1.938723 -0.638071 -0.325 0.999 1.023
H -0.979992 1.444773 -2.256782 -0.399 0.330 -1.276
H -1.888256 -2.176023 -1.704007 0.466 2.014 -0.730
H -0.563648 -1.429327 -2.588267 1.562 0.260 -0.635
H -2.167549 -0.595812 -2.715684 0.843 -1.197 0.232
H -0.037943 -1.578978 -0.259262 0.578 -1.537 0.116
H -1.170854 -1.173120 1.020196 1.068 -0.161 -1.719
```
Forces are in eV/Å.

For the energy above the lowest of the compared OMol25 structures with the same formula, charge and spin, the calculation gives 40.5 kJ/mol. Its total energy is -741.2198 a.u. The HOMO-LUMO gap is 9.19 eV. The calculation puts the max |F| at 3.9 eV/Å. The calculation puts the HOMO energy at -13.4922 eV. Its total charge is +1. The structure (SMILES) is CC1(C)CC(=O)C[C@](C)(I)[NH2+]1.

Mulliken population analysis, charges in e, atoms 1 to 4:
1 C -1.465
2 C 0.705
3 C -1.442
4 C -0.552

(3)
Here is a molecular structure, C33H42AsBr2N8O4PS3Tl from the Open Molecules 2025 dataset. Energies are from wB97M-V/def2-TZVPD.

```
95
Properties=species:S:1:pos:R:3:forces:R:3
Tl -1.038196 0.718083 -0.532151 -0.091 0.026 -0.050
N -4.792496 2.996583 0.258749 -0.139 0.391 0.010
C -4.046596 1.925383 -0.037851 -0.004 -1.028 0.126
S -3.228596 1.099783 1.230349 0.836 -0.021 -0.059
N -4.094396 1.482383 -1.271551 -1.501 1.486 -0.690
N -3.276596 0.578983 -1.705151 1.857 -1.019 0.311
C -3.536296 -0.243917 -2.651751 -0.683 0.758 0.485
C -2.562596 -1.205317 -3.104451 0.627 -0.775 -0.556
C -2.928596 -2.135417 -4.085751 -0.023 0.225 0.274
C -2.012096 -3.083817 -4.493351 0.207 0.006 0.117
C -0.755196 -3.080217 -3.904451 -0.140 0.042 -0.077
C -0.469896 -2.107117 -2.956351 0.228 -0.233 -0.178
N -1.340996 -1.196117 -2.561751 -0.370 0.480 -0.154
H -4.731496 3.408383 1.175249 0.085 -0.107 -0.106
H -5.116496 3.568383 -0.504751 -0.064 -0.036 -0.008
H -4.519396 -0.273417 -3.114051 -0.083 0.172 0.077
H -3.922096 -2.110017 -4.505451 -0.120 0.050 -0.053
H -2.266096 -3.804917 -5.258251 -0.018 -0.029 0.023
H -0.008296 -3.806517 -4.183351 0.105 -0.019 -0.008
H 0.510804 -2.067417 -2.504451 0.058 0.000 0.080
C 0.039004 2.302683 -3.549451 -0.132 0.112 0.086
C 1.190604 1.607183 -2.909151 0.088 0.027 -0.091
C 2.510104 1.814283 -3.360451 0.142 -0.191 0.105
C 3.536904 1.103883 -2.805951 -0.127 0.126 -0.089
C 3.273204 0.121583 -1.829851 -0.273 -0.130 0.072
C 4.233604 -0.756917 -1.292351 0.260 -0.308 0.046
Br 6.071004 -0.564017 -1.731551 -0.119 0.001 0.021
C 3.865804 -1.785917 -0.460851 0.332 0.332 -0.380
C 2.537604 -1.923317 -0.099951 -0.665 0.115 -0.071
Br 1.989404 -3.359817 0.984649 0.087 -0.410 0.077
C 1.528404 -1.041217 -0.486651 0.803 -0.041 -0.114
O 0.323004 -1.178017 -0.082751 -0.661 0.892 -0.087
C 1.920704 -0.016917 -1.422851 0.699 -0.392 0.174
N 0.952004 0.754883 -1.938251 -0.820 0.286 0.094
H 0.379204 2.981483 -4.327951 -0.043 0.038 -0.009
H -0.541796 2.854283 -2.805051 0.057 0.032 -0.135
H -0.624996 1.563383 -3.997551 -0.049 -0.061 -0.067
H 2.698704 2.526983 -4.149451 -0.028 0.049 -0.036
H 4.550904 1.259183 -3.139651 0.107 0.009 -0.021
H 4.601304 -2.478217 -0.081951 0.067 -0.045 0.003
C 1.771704 4.766783 -1.382551 -0.151 -0.240 0.243
As 0.369004 4.719583 -0.025551 -0.129 1.487 -0.616
C -0.460596 6.476483 -0.384651 0.042 -0.130 0.028
C 1.049304 5.223183 1.721849 0.040 -0.283 0.002
S -1.349296 3.522983 -0.471751 -0.199 -0.613 -0.018
H 2.476404 5.544183 -1.090051 -0.013 0.030 0.010
H 1.323504 5.023183 -2.345451 -0.065 0.000 0.191
H 2.282504 3.811183 -1.450451 -0.033 0.010 0.089
H 0.318804 7.237883 -0.445151 0.035 -0.041 0.030
H -1.131196 6.733883 0.438149 0.076 -0.109 -0.047
H -1.036796 6.483183 -1.308551 0.088 -0.155 -0.007
H 1.718304 6.065383 1.539349 -0.074 0.016 -0.107
H 1.555504 4.413783 2.237549 -0.024 0.161 -0.150
H 0.202404 5.555283 2.324449 0.015 -0.047 -0.133
C -2.158196 -4.030017 3.087149 0.092 -0.544 0.226
N -2.325796 -2.521617 3.055849 0.053 0.006 0.389
C -3.797896 -2.214517 2.834549 -0.645 0.213 0.086
N -4.292896 -2.867917 1.681349 -0.460 -0.174 0.168
C -4.089896 -4.301717 1.757149 -0.157 -0.036 0.116
N -2.683196 -4.625317 1.916949 -0.117 -0.403 0.200
C -1.903296 -4.325217 0.730149 0.298 0.313 -0.462
P -1.890396 -2.495817 0.260849 -1.085 -0.643 0.620
C -1.463496 -1.938717 2.003849 0.570 0.336 -0.930
C -3.753596 -2.305517 0.459449 0.330 0.178 -0.421
H -2.689796 -4.405117 3.966649 0.036 0.172 -0.017
H -1.092096 -4.259317 3.169249 -0.084 0.215 0.104
H -2.046496 -2.125817 3.955249 -0.028 -0.079 0.009
H -3.905696 -1.131017 2.723549 0.136 -0.150 0.119
H -4.338196 -2.566917 3.719649 0.201 0.059 -0.005
H -4.461796 -4.766217 0.842749 0.009 0.027 0.079
H -4.653596 -4.699317 2.607249 0.080 0.008 -0.035
H -2.315096 -4.893217 -0.107551 0.097 -0.009 0.013
H -0.872596 -4.654117 0.892649 -0.053 0.005 -0.119
H -1.487696 -0.847417 2.046949 -0.075 -0.163 0.236
H -0.431796 -2.251317 2.185149 -0.058 0.065 0.049
H -4.239096 -2.782017 -0.395451 -0.010 -0.012 -0.028
H -3.999696 -1.242317 0.430949 0.049 -0.105 -0.090
C 5.948404 -1.606117 3.045349 0.035 -0.011 -0.014
C 4.781804 -0.798517 2.570549 -0.116 0.083 0.043
C 3.508204 -1.153317 3.011649 0.022 0.265 -0.019
C 2.403604 -0.410717 2.647549 0.075 -0.170 0.184
C 2.562504 0.685583 1.824349 -0.370 0.147 0.095
C 3.812704 1.051983 1.370349 0.005 0.104 -0.119
C 4.922604 0.302983 1.733149 -0.185 -0.016 0.201
S 1.158304 1.757083 1.657849 0.728 0.464 0.315
O 1.218604 2.588283 2.831649 -0.136 -0.086 0.232
O 1.322704 2.495683 0.386649 0.355 -0.589 0.447
O -0.063796 0.928883 1.649649 -0.013 -0.134 -0.356
H 5.794004 -2.658517 2.815349 0.077 -0.128 -0.044
H 6.039004 -1.526417 4.128749 0.079 0.013 0.030
H 6.878404 -1.277617 2.593349 0.124 0.005 -0.039
H 3.408104 -2.012717 3.656949 -0.103 -0.110 0.082
H 1.408604 -0.652317 2.982249 -0.118 -0.171 0.155
H 3.902204 1.922583 0.741749 0.123 0.150 -0.132
H 5.897704 0.587483 1.368849 0.140 0.011 -0.025
```
Forces are in eV/Å.

Its total energy is -11113.7074 a.u. The HOMO-LUMO gap is 6.04 eV. The calculation puts the max |F| at 2.2 eV/Å. The calculation puts the HOMO energy at -9.5409 eV. Its total charge is +1.

Mulliken population analysis, charges in e, atoms 1 to 4:
1 Tl 0.988
2 N -0.386
3 C 0.524
4 S -0.376